No. 1
ORCA calculation (ωB97M-V with the def2-TZVPD basis set) on the molecule C10H16N2O7.

The geometry in XYZ format:
```
35
C10H16N2O7 (ωB97M-V with the def2-TZVPD basis set)
N -2.83 1.93 1.02
C -1.82 1.09 0.37
C -2.45 0.37 -0.84
C -3.51 -0.68 -0.43
C -3.00 -2.07 -0.07
O -3.53 -3.10 -0.33
O -1.75 -2.08 0.53
C -0.62 1.94 -0.07
O -0.71 3.16 -0.13
N 0.58 1.34 -0.28
C 0.96 -0.04 -0.11
C 2.12 -0.41 -1.03
C 3.44 0.35 -0.82
C 4.54 -0.58 -0.27
O 5.27 -1.23 -0.97
O 4.58 -0.65 1.04
C 1.32 -0.33 1.32
O 2.27 0.16 1.91
O 0.48 -1.17 1.94
H -3.07 2.62 0.33
H -2.45 2.39 1.82
H -1.56 0.30 1.07
H -1.69 -0.16 -1.44
H -2.94 1.12 -1.49
H -4.15 -0.83 -1.30
H -4.20 -0.21 0.32
H -1.58 -3.04 0.69
H 1.36 1.96 -0.47
H 0.07 -0.65 -0.32
H 1.76 -0.26 -2.06
H 2.41 -1.47 -1.00
H 3.39 1.21 -0.15
H 3.78 0.71 -1.79
H 3.85 -0.19 1.54
H -0.33 -1.48 1.49
```

SMILES string: N[C@@H](CCC(=O)O)C(=O)N[C@@H](CCC(=O)O)C(=O)O
LUMO energy, eV: 0.05
Orbital gap, eV: 10.23
Total energy, eV: -27943.74052
E_HOMO, eV: -10.183

Löwdin atomic charge list, values in e, 4 entries: N 0.07; C -0.31; C -0.13; C -0.08

---

No. 2
ORCA calculation (ωB97M-V with the def2-TZVPD basis set) on a cluster of 2 separate species, C32H57Br2ClFN5O4PS in total.

The geometry in XYZ format:
```
104
C32H57Br2ClFN5O4PS (ωB97M-V with the def2-TZVPD basis set)
C 6.71 -2.02 2.01
C 6.63 -0.45 1.55
P 5.00 -0.11 0.76
C 4.87 -0.12 -1.08
C 5.95 -1.20 -1.66
C 3.86 1.12 1.68
C 4.03 0.62 3.23
N 3.01 1.13 4.18
N 2.52 0.91 1.10
C 1.67 -0.19 1.54
C 1.99 -1.66 0.92
C 2.54 -2.69 2.05
S 1.63 -4.30 2.08
O 1.09 -4.72 0.74
O 0.59 -4.22 3.17
O 2.77 -5.44 2.63
C 1.87 2.07 0.56
N 0.64 2.52 0.88
C -0.01 3.74 0.35
O -0.99 3.44 -0.66
C -2.01 2.57 -0.16
C -2.85 2.78 1.12
C -3.97 1.85 1.64
C -4.70 2.26 3.03
C -4.32 0.60 0.80
C -3.50 0.34 -0.51
C -2.35 1.29 -1.01
C -1.60 0.95 -2.38
C -2.10 1.97 -3.55
C -1.87 -0.53 -2.93
N 2.63 2.93 -0.36
Cl 2.71 2.33 -1.96
C 3.96 3.37 0.19
C 4.41 2.66 1.53
F 3.63 3.42 2.55
C 5.88 2.89 2.06
Br 6.14 3.38 4.01
C 7.11 2.83 1.38
C 8.54 3.15 2.09
Br 7.20 2.32 -0.50
H 7.80 -2.36 1.94
H 6.24 -2.19 3.05
H 6.13 -2.64 1.23
H 7.52 -0.33 0.82
H 6.92 0.15 2.49
H 5.07 0.84 -1.66
H 3.85 -0.51 -1.47
H 5.57 -2.28 -1.62
H 6.99 -1.07 -1.17
H 6.11 -0.89 -2.76
H 3.88 -0.53 3.16
H 5.12 0.73 3.59
H 2.72 0.42 4.86
H 2.22 1.52 3.65
H 0.60 0.00 1.15
H 1.53 -0.37 2.66
H 2.68 -1.62 0.01
H 1.01 -2.16 0.54
H 3.66 -2.86 1.88
H 2.45 -2.25 3.11
H 2.40 -6.33 2.41
H 0.07 1.97 1.56
H 0.70 4.56 -0.01
H -0.59 4.21 1.24
H -2.61 3.72 1.75
H -5.80 2.49 2.83
H -4.15 3.17 3.47
H -4.54 1.42 3.79
H -5.17 -0.07 1.15
H -3.81 -0.61 -1.09
H -0.47 1.04 -2.22
H -3.21 2.23 -3.42
H -1.47 2.92 -3.55
H -1.96 1.47 -4.58
H -1.43 -0.75 -3.96
H -3.02 -0.65 -3.03
H -1.55 -1.33 -2.16
H 3.82 4.49 0.44
H 4.68 3.35 -0.69
H 8.64 2.34 2.91
H 8.52 4.15 2.64
H 9.39 3.04 1.33
C -9.30 -1.49 -1.10
C -8.27 -1.22 -2.19
N -7.07 -2.05 -2.08
C -5.98 -1.60 -2.93
C -6.18 -1.65 -4.45
C -7.28 -3.49 -2.05
C -8.02 -4.13 -3.23
H -8.86 -1.39 -0.11
H -10.12 -0.77 -1.18
H -9.74 -2.49 -1.19
H -7.98 -0.17 -2.11
H -8.75 -1.34 -3.17
H -5.07 -2.16 -2.68
H -5.75 -0.56 -2.66
H -6.13 -2.67 -4.83
H -5.39 -1.09 -4.94
H -7.13 -1.21 -4.75
H -7.84 -3.74 -1.14
H -6.32 -4.00 -1.93
H -8.92 -3.57 -3.52
H -8.34 -5.14 -2.96
H -7.38 -4.23 -4.10
```

LUMO energy, eV: -4.15
Orbital gap, eV: 5.40
Net charge: +1
Total energy, eV: -225178.94753
E_HOMO, eV: -9.542

Löwdin atomic charge list, values in e, 4 entries: C -0.16; C -0.43; P 1.00; C -0.48